56
Properties=species:S:1:pos:R:3:forces:R:3:mulliken_spin:R:1 method="wB97M-V/def2-TZVPD" homo_ev="-7.3 / -9.1" s_squared=2.029 energy_ha=-2970.76714 multiplicity=3
Au 0.545 -1.528 2.055 0.025 -0.074 0.103 0.615
N -0.279 0.551 2.424 -0.044 -0.416 -0.094 0.275
C -1.673 0.406 2.877 -0.035 0.130 0.103 0.000
C -1.798 -0.640 3.983 0.046 -0.213 -0.175 0.006
C -2.005 -2.055 3.426 -0.041 0.062 0.083 -0.002
O -2.998 -2.682 3.720 0.207 0.003 -0.138 0.007
O -1.075 -2.526 2.620 -0.177 -0.061 0.087 0.090
H 0.314 1.032 3.091 0.010 0.000 0.022 -0.017
H -0.210 0.998 1.515 -0.004 0.035 -0.022 -0.030
H -2.261 0.105 2.012 -0.002 0.037 -0.038 0.012
H -2.058 1.368 3.220 0.061 0.045 0.009 0.012
H -2.661 -0.434 4.609 -0.014 0.073 0.027 -0.001
H -0.903 -0.631 4.613 -0.034 0.051 0.037 -0.001
O -0.738 -0.616 -0.264 0.128 0.119 0.074 0.009
C -1.260 -0.258 -1.551 -0.078 -0.386 0.044 0.065
C -2.134 0.940 -1.573 0.067 0.118 0.190 0.001
C -3.384 1.081 -2.088 -0.126 0.048 -0.119 0.009
C -3.892 2.404 -1.940 -0.050 -0.106 -0.042 0.001
C -3.016 3.229 -1.307 0.067 0.030 0.056 0.001
S -1.561 2.424 -0.907 0.005 -0.041 0.012 0.005
C -0.262 -0.380 -2.641 0.030 0.084 -0.077 -0.022
C 0.991 -0.911 -2.560 0.098 -0.030 0.046 0.007
C 1.679 -0.879 -3.806 0.051 -0.050 0.075 0.002
C 0.931 -0.324 -4.797 -0.059 0.074 -0.049 0.003
S -0.605 0.175 -4.231 0.036 -0.020 0.034 0.001
C -1.716 -1.502 -0.822 -0.316 0.273 -0.338 -0.039
C -1.357 -2.877 -1.193 0.081 0.015 0.057 0.467
C -2.313 -3.797 -0.839 0.069 -0.003 0.052 -0.087
C -3.417 -3.259 -0.190 -0.038 -0.074 0.060 0.448
S -3.330 -1.548 -0.009 0.088 0.022 -0.100 0.069
H -3.924 0.270 -2.560 0.019 0.027 0.046 0.001
H -4.870 2.716 -2.280 0.053 -0.005 0.011 0.000
H -3.139 4.272 -1.054 -0.008 -0.085 -0.031 0.000
H 1.401 -1.301 -1.636 -0.028 -0.012 -0.066 0.014
H 2.681 -1.259 -3.956 -0.056 0.024 0.013 0.000
H 1.200 -0.168 -5.831 -0.010 -0.031 0.075 0.000
H -0.418 -3.094 -1.682 -0.101 0.001 0.011 0.017
H -2.216 -4.858 -1.031 -0.023 0.059 0.020 -0.005
H -4.276 -3.790 0.194 0.101 0.016 -0.020 0.010
F 1.618 2.769 -1.637 -0.038 0.062 -0.064 0.000
C 2.368 2.444 -0.582 -0.017 -0.068 -0.003 0.001
C 3.180 1.387 -0.614 0.085 -0.153 0.007 0.000
N 3.987 1.026 0.446 -0.032 0.026 0.026 0.002
C 4.397 -0.371 0.548 -0.097 0.108 0.047 -0.001
C 3.227 -1.282 0.926 -0.256 -0.078 -0.268 0.002
O 3.285 -2.480 0.739 -0.053 0.048 0.151 0.004
O 2.214 -0.618 1.403 0.284 0.306 0.076 0.048
C 3.979 1.759 1.624 0.009 -0.048 -0.019 -0.001
O 4.636 1.471 2.598 -0.095 0.012 -0.080 0.000
N 3.143 2.864 1.602 0.013 -0.016 -0.076 0.000
C 2.225 3.244 0.623 0.035 0.017 0.202 0.000
O 1.419 4.125 0.818 0.034 0.021 -0.086 0.000
H 3.227 0.757 -1.493 0.002 0.000 0.027 0.000
H 5.147 -0.452 1.330 0.108 0.019 -0.035 0.000
H 4.818 -0.704 -0.396 0.046 -0.024 -0.015 0.000
H 3.138 3.408 2.452 -0.025 0.031 0.072 0.000